1.
Computed, not measured: an isolated ion of composition C9H17N2O4 and charge +1 at a distorted geometry, with ωB97M-V/def2-TZVPD.

```
32
Properties=species:S:1:pos:R:3:forces:R:3:mulliken_charge:R:1
C 2.7608 -0.8791 -1.8651 1.4155 -0.5385 -0.9957 -0.387
C 1.4844 0.3944 -0.2994 -0.9905 1.2977 0.9628 0.179
C -0.2548 1.9353 0.4839 2.0280 0.2550 -0.5710 0.623
C -2.8817 -2.0073 0.2723 0.4269 1.2575 2.1372 -1.769
C -0.8149 -2.4420 1.8659 -0.5753 0.3004 -2.0678 -1.276
C 3.3894 1.3311 -1.4899 0.6603 0.8319 -1.1046 -0.952
C 0.5003 4.1432 0.9511 -1.6707 2.7936 -0.8462 -0.732
C -0.8166 -0.3753 0.2636 0.4970 -0.4042 -3.6452 -0.284
C -1.7615 -1.3421 1.1326 1.2378 -0.7834 0.3710 1.369
N -1.1620 1.0012 0.5284 -1.6315 -0.2946 1.1168 -0.063
N 2.4140 0.2739 -1.2915 -2.1875 -1.7474 0.4629 0.117
O 0.6814 -0.5049 0.3317 0.6063 -0.8353 0.9493 -0.367
O 0.9497 1.7200 -0.1105 -1.5904 1.2535 1.0713 -0.304
O -2.3627 -0.4262 2.0907 0.4775 -0.3966 -1.2056 -0.585
O -0.5321 3.1103 1.0434 1.6415 -1.4272 -0.7849 -0.340
H 3.6233 -0.7554 -2.5858 -1.2266 -0.6231 1.1775 0.208
H 2.4592 -1.8669 -1.4867 -0.1752 0.8444 -0.3387 0.276
H -3.6637 -1.3046 0.0122 0.0140 0.0991 -0.2705 0.377
H -2.4741 -2.5210 -0.5188 1.1208 -0.5507 -2.4253 0.456
H -3.3138 -2.8443 0.7856 -0.4595 -0.1002 1.0145 0.456
H 0.1352 -1.9449 2.0330 -0.0010 -0.0746 0.6485 0.410
H -0.5243 -3.3528 1.1813 -1.1152 1.6915 1.3279 0.307
H -1.3538 -2.7134 2.7847 0.4997 -0.3185 -0.3263 0.407
H 4.1443 1.1184 -0.7647 0.5756 0.3828 0.5688 0.399
H 2.9461 2.3053 -1.3643 -0.0299 0.2323 0.1101 0.280
H 3.9006 1.2786 -2.4957 -1.0712 -0.1403 1.0003 0.343
H -0.0179 5.0676 1.4234 1.3882 -1.8649 -0.1447 0.280
H 0.5585 4.4575 -0.0859 -0.2138 -0.1619 -0.4403 0.339
H 1.5474 3.9416 1.1669 -0.4708 -0.6406 1.1011 0.329
H -0.8277 -0.5961 -0.8547 -1.3084 0.2217 1.3503 0.192
H -2.0842 1.1111 1.0926 2.2381 0.0093 -0.8770 0.370
H -2.5149 -0.8242 2.9358 -0.1095 -0.5687 0.6733 0.345
```
Forces are in eV/Å.

Results
total charge: +1
spin multiplicity: 1
Kohn-Sham gap (spin up / spin down): 0.265 / 0.272 Ha



2.
Computed, not measured: an isolated ion of composition C9H17N2OS2 and charge +1 at a distorted geometry, with ωB97M-V/def2-TZVPD.

```
31
Properties=species:S:1:pos:R:3:forces:R:3:mulliken_charge:R:1
H -0.4213 2.0257 2.1995 0.2842 0.1717 0.0954 0.284
N -0.8007 1.0956 2.0964 -0.8271 0.6651 1.2913 -0.551
C -0.4337 0.3911 1.1664 3.1658 0.5602 -3.2182 -0.584
C -1.0486 -0.8638 0.7502 -1.7540 -0.6540 1.1147 0.621
S -2.4876 -0.3045 -0.3614 0.3235 -0.1070 1.5145 -0.076
C -2.9766 -1.8764 -0.9608 2.2886 0.4666 -2.7189 -1.259
C -0.2648 -1.8000 -0.0669 0.9907 -1.7288 0.4398 -1.103
C 0.9933 -1.6906 -0.5526 -1.8897 1.2319 0.5426 0.440
C 1.5540 -2.7630 -1.4316 1.6451 1.0059 1.0362 -1.722
C 1.7742 -0.3650 -0.3625 0.3418 -1.1572 -1.4196 -0.072
O 2.8930 -0.5229 0.5398 -1.0313 1.6249 -0.3715 -0.602
C 0.9450 0.8555 0.0619 -2.1458 -0.2966 1.9398 0.297
N 1.8214 1.7113 0.9448 2.0051 -0.4333 2.9877 -0.333
S 0.5972 1.8276 -1.3961 -0.1460 -0.4503 -0.8444 0.024
C -0.9355 2.6080 -0.9711 -1.4027 2.5159 -0.9964 -0.591
H -1.4637 -1.3942 1.7157 0.5556 1.0169 -1.9055 0.613
H -3.0145 -2.7314 -0.4074 -0.6436 -1.7321 2.5660 0.512
H -2.3025 -2.2140 -1.7573 0.4478 0.3250 0.0019 0.381
H -3.8132 -1.7657 -1.5483 -2.5250 0.4824 -0.7334 0.444
H -0.8398 -2.7694 -0.1154 1.1381 0.9882 -0.5133 0.425
H 1.6978 -2.4469 -2.4485 0.2251 0.2334 -0.4305 0.335
H 0.9637 -3.6096 -1.4117 -1.7499 -1.5648 -0.1358 0.489
H 2.4780 -3.1731 -1.0152 0.4502 0.3886 -0.2586 0.367
H 2.1339 -0.0944 -1.3991 0.2171 -0.3457 0.9293 0.337
H 3.1768 -1.4184 0.5722 0.3425 -1.2227 -0.0303 0.397
H 1.6694 1.4792 1.9999 0.0477 0.5258 -2.0702 0.427
H 1.8251 2.7553 0.8432 -0.3589 -1.2209 -0.3751 0.379
H 2.8213 1.3429 0.8232 -1.2080 0.6515 -0.0057 0.389
H -1.2230 3.5113 -1.6720 1.1402 -1.8651 0.8917 0.372
H -0.7763 3.1321 -0.0233 -0.6373 -0.3974 0.1232 0.241
H -1.8103 1.9380 -1.0579 0.7104 0.3218 0.5531 0.121
```
Forces are in eV/Å.

Results
total charge: +1
spin multiplicity: 1
Kohn-Sham gap: 0.322 Ha
SMILES: [H]/N=C1/[C@@H](SC)C=C(C)[C@H](O)[C@@]1([NH3+])SC



3.
Computed, not measured: a 2-piece molecular cluster, C9H17N2P overall, with ωB97M-V/def2-TZVPD.

```
29
Properties=species:S:1:pos:R:3:forces:R:3:mulliken_charge:R:1
C -1.6792 3.1557 0.1286 0.1979 -0.0092 0.3437 -0.573
C -1.2438 2.3322 1.1233 0.0570 0.4474 0.0382 -0.090
C -2.0273 1.1820 -0.5582 -0.0596 -0.0055 0.0135 -0.156
C 2.1347 0.9377 -0.2605 -0.1764 -0.0767 -0.1314 -1.247
C -0.5971 -2.4297 -1.6929 0.1461 -0.0944 0.0769 -0.914
C -0.4355 0.0278 2.9935 -0.2361 -0.0891 -0.4761 -1.071
C 1.4525 -0.1151 -1.1257 0.0136 0.1617 -0.0165 -0.001
C 0.8289 -2.6240 -1.1690 -0.1571 -0.0935 -0.0794 -0.589
C 1.3752 -1.4403 -0.4696 -0.3600 0.2265 0.2862 -0.529
N -2.1630 2.4222 -0.9126 -0.2556 -0.0297 -0.6161 -0.646
N -1.4684 1.0469 0.6888 -0.0730 0.1452 -0.2408 0.286
P -1.2712 -0.4844 1.4217 0.4765 -0.5877 0.5254 -0.002
H -1.6774 4.2274 0.0889 0.0545 0.1861 0.1002 0.422
H -0.8078 2.5498 2.0752 0.0780 0.0074 0.1945 0.416
H -2.3260 0.3297 -1.1362 -0.0403 -0.2423 -0.1231 0.406
H 3.1436 0.6316 0.0070 0.1026 -0.0176 0.0503 0.424
H 2.1875 1.8879 -0.7855 0.0291 0.1243 0.0255 0.369
H 1.5600 1.0840 0.6540 0.0353 0.0675 0.0839 0.089
H -1.2582 -2.1852 -0.8638 -0.1040 -0.0249 -0.0402 0.076
H -0.6374 -1.6245 -2.4218 -0.0514 0.0920 -0.0966 0.269
H -0.9486 -3.3416 -2.1702 -0.0918 -0.0374 -0.0730 0.405
H -0.1703 -0.8863 3.5215 0.0118 -0.0215 0.0346 0.340
H -1.1149 0.6086 3.6182 0.0278 0.0393 0.0513 0.371
H 0.4712 0.5992 2.7992 0.0459 0.0342 0.0481 0.299
H 1.9865 -0.2124 -2.0832 -0.0363 0.0064 -0.0396 0.410
H 0.4473 0.2462 -1.3864 0.0714 -0.0490 -0.0856 0.103
H 0.8544 -3.4882 -0.5024 0.0503 -0.0252 -0.0730 0.281
H 1.4701 -2.8544 -2.0334 0.0601 -0.0991 0.0382 0.309
H 1.9143 -1.5827 0.4516 0.1838 -0.0348 0.1808 0.544
```
Forces are in eV/Å.

Results
spin multiplicity: 1
Kohn-Sham gap (spin up / spin down): 0.303 / 0.248 Ha



4.
Computed, not measured: a 2-piece molecular cluster, C9H17N3O overall at a distorted geometry, with ωB97M-V/def2-TZVPD.

```
30
Properties=species:S:1:pos:R:3:forces:R:3:mulliken_charge:R:1
C -0.7520 -3.4320 1.4668 2.1367 0.7465 -2.0436 -1.158
C -1.3926 -2.1762 0.7993 -1.4927 0.2821 1.1452 -0.707
N -1.4012 -2.0125 -0.6556 1.6321 -0.2565 0.3962 0.138
C -2.0884 -3.0440 -1.4434 -3.5875 3.8130 -1.0034 -0.975
C -0.1372 -1.6151 -1.1458 -0.4873 -2.6262 -0.2631 0.507
C 0.9807 -1.3287 -0.2243 3.2414 2.6543 0.8231 -0.687
O 0.2192 -1.8094 -2.2982 -1.2109 0.5375 -0.0530 -0.644
H 0.2314 -3.8128 1.0991 -0.0885 1.1946 -0.7385 0.310
H -1.2930 -4.2689 1.0766 -1.1392 -0.8245 1.3385 0.365
H -0.3791 -3.2432 2.4698 -1.4495 -0.4502 0.6502 0.408
H -2.4351 -2.1521 1.2082 0.2921 -0.4902 -0.8601 0.482
H -1.1303 -1.2069 1.2015 1.0222 -0.0269 0.2121 0.271
H -3.0431 -3.2701 -0.8719 1.4849 -0.5438 -0.4820 0.385
H -2.5909 -2.4530 -2.3658 1.5245 -1.6307 1.6065 0.279
H -1.4516 -3.8190 -1.7772 0.3762 -1.0180 -0.2312 0.327
H 1.8229 -1.9820 -0.5699 -0.8355 0.3976 0.4577 0.280
H 1.3393 -0.2927 -0.5209 -0.3603 -1.0442 -0.0031 0.104
H 1.0635 -1.1892 0.8877 -1.0667 -0.7954 -0.9718 0.333
C -1.2403 2.3063 0.2766 0.4142 0.7754 1.2182 -0.944
C 0.1471 2.8565 0.5080 0.4985 -2.3316 -1.0429 0.436
C 0.7608 3.8000 1.3078 0.0048 -0.9353 -0.5019 -0.565
N 2.1005 3.5890 1.0650 1.0221 0.6208 0.6894 -0.061
C 2.2546 2.5692 0.2408 0.3231 -2.2667 -2.2175 -0.218
N 1.1139 2.0275 -0.1648 0.0043 2.8890 1.7974 -0.362
H -1.4290 1.6435 1.1492 -0.3910 0.2925 -0.6561 0.124
H -1.2983 1.7280 -0.6648 0.0726 0.5480 0.5814 0.260
H -1.8862 3.1813 0.3066 -0.7366 -0.4200 -0.1521 0.380
H 0.5582 4.4298 2.1638 -0.7503 0.0775 -0.5106 0.363
H 2.8635 4.1158 1.4526 -0.0842 0.0479 0.0763 0.179
H 3.1924 2.1554 -0.1768 -0.3693 0.7835 0.7389 0.390
```
Forces are in eV/Å.

Results
spin multiplicity: 1
Kohn-Sham gap: 0.352 Ha
SMILES: CCN(C)C(C)=O.Cc1c[nH]cn1